# C7H18ClNS

C7H18ClNS as an isolated structure in a non-equilibrium geometry (ωB97M-V/def2-TZVPD, the Open Molecules 2025 dataset).

Atoms and positions in Å:
C: 3.818 -1.188 -0.349
C: 3.280 -0.020 -1.141
C: 1.948 0.553 -0.669
C: 2.021 1.584 0.493
C: 0.778 -1.140 1.376
C: -4.314 0.721 -0.510
C: -3.071 0.222 0.111
H: 3.850 -0.743 0.696
H: 2.941 -1.918 -0.247
H: 4.865 -1.555 -0.483
H: 2.987 -0.440 -2.195
H: 3.801 1.028 -1.404
H: 1.546 1.197 -1.474
H: 2.678 2.466 0.097
H: 2.750 1.205 1.525
H: 1.048 1.857 1.120
H: -0.197 -1.827 1.482
H: 0.595 -0.298 1.933
H: 1.682 -1.590 1.667
H: -6.264 -0.073 -0.988
H: -5.147 -1.308 0.485
H: -4.554 1.842 -0.246
H: -4.252 0.721 -1.561
H: -2.154 0.776 0.127
H: -3.317 -0.188 1.113
N: -5.451 -0.064 0.050
S: 0.517 -0.580 -0.385
Cl: -2.382 -1.240 -0.625

HOMO, eV: -8.5
LUMO, eV: 0.6870
Molar mass, g mol⁻¹: 183.75
Kohn-Sham gap, eV: 9.2
Net charge: 0
E, eV: -32393.2149